Molecular formula: C45H44InN12O8S4Sb
Method: DFT, ωB97M-V/def2-TZVPD

For the HOMO-LUMO gap, the calculation gives 5.03 eV. The calculation puts the HOMO energy at -7.01 eV. The total energy is -5023.3291 Ha.

Positions of all 115 atoms, in Å:
1 Sb 0.71995 -2.57244 1.60279
2 In 0.11742 0.40149 0.88101
3 S 4.52656 -3.18504 -6.67848
4 S -2.67567 1.60097 -1.10333
5 S 1.22782 3.63910 0.48988
6 S -1.55672 4.53189 1.85189
7 O -3.56542 2.23643 -0.17932
8 O 4.57668 -3.68213 -8.03183
9 O 3.97881 -4.09857 -5.69733
10 O 5.67586 -2.40520 -6.23682
11 O -1.88025 2.46598 -1.92953
12 O 2.37486 2.82182 0.18683
13 O 1.33291 4.50524 1.63405
14 O -1.16232 -1.69329 -0.58675
15 N -0.01125 2.59056 0.70658
16 N -0.06151 6.46771 -4.53582
17 N -1.79303 1.99558 2.02285
18 N 2.92459 -1.47561 -5.46786
19 N -1.71004 0.46876 -0.39757
20 N -0.44117 0.48888 4.07563
21 N -1.74277 -0.66525 2.50152
22 N 0.45909 0.65021 3.11947
23 N -3.92853 -1.24333 3.08089
24 N 1.01951 0.11793 -1.24464
25 N 2.55569 0.50950 1.42319
26 N 3.12811 -1.04221 -7.75676
27 C 1.80103 -0.12634 -3.89034
28 C 0.86587 4.56537 -0.97523
29 C -0.66016 -5.41127 1.52416
30 C 1.58692 -1.00076 -1.67590
31 C 1.98704 0.50519 -6.35167
32 C 1.17575 -3.98453 4.44205
33 C -0.09975 5.55441 -0.98540
34 C -4.73163 -1.16699 5.37274
35 C -2.25735 -0.14013 6.14865
36 C -1.51639 -0.17620 3.76786
37 C -3.23652 -0.38079 7.08857
38 C 1.56135 4.24644 -2.12848
39 C -3.74507 -0.93962 4.42127
40 C -5.26887 -0.68237 -3.39233
41 C 1.52675 1.32072 3.39769
42 C -3.60216 -2.01683 -2.28605
43 C 2.65680 1.26893 2.52445
44 C 2.24271 -0.34668 -5.27660
45 C 4.97905 1.68151 2.11213
46 C -2.89905 -1.13632 2.21002
47 C -2.85625 3.87153 2.78908
48 C 3.34126 -1.76505 -6.67456
49 C -4.72937 -1.92360 -3.08679
50 C 2.51900 -3.86066 1.49926
51 C 1.19551 1.03606 -3.42190
52 C 3.63266 0.32333 0.68132
53 C 3.85903 1.88537 2.88655
54 C -1.05741 2.91386 1.46736
55 C 0.23281 5.83875 -3.35323
56 C 1.25391 4.88339 -3.30873
57 C 0.82023 1.11333 -2.09078
58 C -1.89190 -0.74640 -0.87697
59 C -4.70462 0.49070 -2.89573
60 C 4.86872 0.86621 0.99336
61 C 3.12480 -3.96891 0.11387
62 C -4.47329 -0.88279 6.70078
63 C 2.45739 0.08558 -7.59328
64 C -0.42319 6.18441 -2.16816
65 C -0.67246 -4.06721 0.82134
66 C -3.05849 -0.84697 -1.78196
67 C -3.60344 0.39146 -2.07570
68 C 1.99989 -1.16763 -2.97886
69 C -2.81161 2.52491 2.75253
70 C 0.27122 -2.99825 3.72355
71 C -2.50128 -0.41035 4.80202
72 H -0.94218 6.95197 -4.59545
73 H 2.36515 -4.19246 -0.63361
74 H -0.43276 -4.17495 -0.23360
75 H 1.61324 1.83075 4.35356
76 H -5.68204 -1.58535 5.07548
77 H -4.83123 -1.58502 2.77806
78 H -3.07548 -1.50042 1.20752
79 H 1.44828 1.43382 -6.25001
80 H -1.29040 0.24991 6.41751
81 H -0.80237 -5.29229 2.59707
82 H -5.11667 1.45334 -3.15018
83 H -6.14724 -0.62422 -4.01836
84 H 0.31985 1.98891 -1.70062
85 H 3.63062 -3.04707 -0.16379
86 H -1.18472 6.95010 -2.19226
87 H 1.80704 4.66680 -4.20940
88 H 2.21775 -4.84196 1.85346
89 H 1.19997 -4.94734 3.93786
90 H -0.76046 -3.35873 3.73551
91 H 3.86060 -4.77204 0.08620
92 H -1.65309 -3.60075 0.88708
93 H -5.18840 -2.82056 -3.47624
94 H 0.27845 -5.93194 1.34905
95 H -3.15443 -2.96502 -2.03470
96 H 5.72310 0.67158 0.36687
97 H -3.05129 -0.18579 8.13248
98 H 0.24005 5.99925 -5.37494
99 H 2.47890 -2.06708 -3.33541
100 H 0.81429 -4.15438 5.45660
101 H 2.18794 -3.59811 4.52177
102 H -0.58572 5.83188 -0.06521
103 H -3.55491 4.50253 3.29578
104 H -3.49233 1.86732 3.26435
105 H 5.92160 2.13814 2.37711
106 H 3.24547 -3.46086 2.20300
107 H 2.28242 0.67467 -8.48837
108 H -5.24387 -1.04812 7.43714
109 H 3.89757 2.49624 3.77375
110 H 3.51363 -0.29822 -0.19704
111 H 2.34521 3.50738 -2.08169
112 H 1.02483 1.88696 -4.05870
113 H 0.29090 -2.04394 4.24744
114 H -1.46112 -6.04809 1.14492
115 H 1.69525 -1.79060 -0.94252

Molecular formula: C45H44IrN4P2
Method: DFT, ωB97M-V/def2-TZVPD

For the HOMO-LUMO gap (spin up / spin down), the calculation gives 5.87 / 5.87 eV. The calculation puts the HOMO energy (spin up / spin down) at -3.23 / -3.23 eV. The total energy is -2747.3003 Ha. The net charge is -1.

Positions of all 96 atoms, in Å:
1 Ir -0.76775 -0.24928 -0.06902
2 P -2.05380 -1.98005 -0.31075
3 P -1.47482 0.61432 3.02103
4 N -2.28942 -2.01468 -2.02572
5 N -0.65002 -0.13185 1.99167
6 N 2.86250 4.08289 -1.73500
7 N -0.79448 -0.26212 -2.12580
8 C 0.70387 -4.44835 1.41815
9 C -2.66244 4.05333 1.17247
10 C 2.12456 0.59095 -0.97052
11 C 0.49920 0.00790 4.86084
12 C -0.03498 0.59939 -4.24805
13 C -3.70688 -2.72236 0.11360
14 C 4.17137 -0.15453 -2.77140
15 C 3.13921 2.95076 -0.85293
16 C -1.91023 5.04010 1.79984
17 C -0.71344 -4.41478 -0.95931
18 C -5.09925 -4.38444 1.18550
19 C -0.74335 0.61269 4.70449
20 C -3.27067 -1.43977 3.47337
21 C -0.75168 -0.38541 -4.92534
22 C -1.11622 4.71134 2.88724
23 C -4.49069 -2.05132 3.70816
24 C 3.27059 -1.10180 -2.30092
25 C -0.96542 -3.43974 -0.00065
26 C 0.24849 -5.39523 -0.74212
27 C -2.61176 2.74752 1.62814
28 C 0.95658 -5.41421 0.44923
29 C -0.09118 0.61676 -2.87226
30 C 3.79386 4.29895 -2.81065
31 C -1.07480 3.39930 3.34373
32 C -5.63186 -1.27756 3.87793
33 C -6.07336 -2.31984 0.42626
34 C 1.09567 -0.03613 6.11360
35 C 2.28065 -0.73072 -1.41514
36 C 4.06823 1.14656 -2.31344
37 C -0.23978 -3.46052 1.19119
38 C -1.38806 1.16087 5.80924
39 C 0.45350 0.52352 7.20946
40 C -3.85119 -3.95816 0.74104
41 C -6.20683 -3.56620 1.03097
42 C -0.79259 1.12519 7.06070
43 C -3.16829 -0.05169 3.39288
44 C 1.49458 4.14805 -2.19225
45 C -1.52021 -1.18953 -2.79834
46 C 1.00173 0.87196 -0.00634
47 C -5.54560 0.10493 3.81981
48 C -1.82770 2.40169 2.73045
49 C -4.83192 -1.90162 -0.01896
50 C -4.31792 0.71204 3.58079
51 C -1.50606 -1.28613 -4.19385
52 C 3.06077 1.54140 -1.42731
53 H -4.25929 1.79188 3.53468
54 H -2.36363 1.61962 5.69165
55 H 3.65104 5.30153 -3.22129
56 H -0.37341 -2.65354 1.90308
57 H -6.43235 0.71168 3.95114
58 H -4.72207 -0.92420 -0.47714
59 H -4.55458 -3.13064 3.74431
60 H -2.86377 -2.69688 -2.49858
61 H 1.34558 0.59582 0.99586
62 H 0.92281 0.49173 8.18471
63 H -1.93033 6.05665 1.42794
64 H 0.57108 1.33114 -4.76283
65 H 2.45554 3.02942 -0.01032
66 H -2.08243 -2.06660 -4.67006
67 H -7.17569 -3.89046 1.39281
68 H -6.93172 -1.66835 0.32005
69 H 4.81361 1.87088 -2.61673
70 H -3.26651 4.29809 0.30826
71 H -0.72626 -0.44617 -6.00580
72 H -1.25560 -4.40366 -1.89693
73 H 1.28484 5.14086 -2.59892
74 H -6.58942 -1.75456 4.04590
75 H 0.44386 1.35831 -2.30319
76 H -1.29662 1.55777 7.91432
77 H 2.06369 -0.50565 6.23239
78 H 1.71772 -6.16598 0.61503
79 H 0.81100 3.96752 -1.36292
80 H -0.43870 3.15176 4.18450
81 H -2.99095 -4.60157 0.87006
82 H -2.37925 -2.03858 3.33057
83 H 3.33832 -2.13267 -2.62735
84 H 3.68563 3.58150 -3.64105
85 H 0.77097 1.94377 0.04167
86 H -3.16438 1.97730 1.10131
87 H 4.14672 3.10137 -0.44732
88 H 1.55755 -1.45684 -1.05356
89 H 1.27328 3.41307 -2.98661
90 H 4.81710 4.22999 -2.43774
91 H 0.44876 -6.13326 -1.50917
92 H -5.19743 -5.35458 1.65618
93 H 4.96085 -0.43077 -3.46043
94 H -0.51642 5.47024 3.37337
95 H 0.96675 -0.40810 3.97563
96 H 1.26906 -4.44475 2.34177